A molecular structure, C27H27N8O3PRu. Source: OMol25; level of theory: wB97M-V/def2-TZVPD.

Element x y z (Å)
H 3.874863 -3.388940 -0.263111
C 2.963192 -3.969305 -0.243991
C 2.359693 4.540376 -1.096136
C -2.518984 -1.459301 -0.539499
C 3.472007 2.389477 -0.982565
H -0.374290 -3.534313 -0.498243
H 0.348416 4.551183 0.636902
C 1.672533 -1.849147 -0.553670
H -3.447000 -2.834142 1.622885
H 3.583464 6.226267 -1.449107
N -2.688806 -2.797724 -0.321292
C -2.875920 -3.472863 0.949997
C 0.561218 -4.058312 -0.367591
H -5.399446 1.224160 -0.938060
C 1.821235 -6.079021 -0.065570
N -0.956724 -0.355391 2.952786
H 1.318797 6.041190 0.812171
Ru 0.566043 0.745689 -0.688437
H -0.890914 3.352530 -2.038071
H -0.317665 -6.008616 -0.202566
H -2.890263 -0.335816 3.775550
O 0.499216 -1.310417 -0.709459
H -2.205129 -1.954241 3.504690
C -2.618881 -3.401878 -1.545768
P -2.683855 -0.229399 0.775917
H -3.438511 -4.388358 0.785357
C 3.000097 -5.344304 -0.083692
H -3.593418 3.845612 -1.806710
C 3.507227 0.964506 -0.832593
H 0.628213 -0.156256 4.379389
H 1.855851 -7.153641 0.056616
N -1.368475 1.657627 -0.820137
C 3.570843 5.153218 -1.307749
C 0.303132 -0.021368 3.363247
C 1.738980 -3.320569 -0.386735
C -1.654187 2.793920 -1.526265
H 1.957904 0.833911 2.173518
H -2.324369 -2.475199 -3.522464
H -1.917856 -3.722708 1.409254
H -5.397756 2.893697 -0.337307
C -2.417039 -2.396141 -2.452571
N 2.489915 0.180162 -0.693807
H -2.722792 -4.467337 -1.660723
C 0.625852 5.496426 0.166177
C -1.983818 -0.934381 3.812635
O 1.207852 5.280424 -1.117475
N 0.088874 0.432652 1.214321
C -2.501732 1.244108 -0.264567
O 1.076445 2.627380 -0.745700
N 2.778171 -1.168363 -0.515571
C 4.754588 4.408394 -1.352450
H 5.608066 2.457713 -1.218064
N -3.507786 2.075624 -0.604022
H -5.006020 1.564098 0.762210
H -0.263438 6.100150 0.003498
C -1.068072 -0.082782 1.630947
H -1.604971 -0.947032 4.830317
H 5.699315 4.905454 -1.520459
C -2.985066 3.054309 -1.405874
C 0.950787 0.468388 2.271454
H 4.476809 0.475047 -0.834152
C -4.914217 1.923963 -0.259579
C 4.701933 3.049561 -1.185397
C 2.281407 3.138348 -0.933476
H 3.951900 -5.847093 0.024148
N -2.357962 -1.196694 -1.814568
C 0.600553 -5.434533 -0.208745

Forces on atoms 1 to 2 (eV/Å):
0.00 0.00 0.00
0.01 0.00 0.00

Values from the calculation:
relative energy (zero: lowest compared OMol25 entry of this formula, charge and spin) = 0.0 kJ/mol
LUMO (alpha / beta) = -3.06 / -3.82 eV
total energy = -2144.9150 a.u.
multiplicity = 2
charge = +1
HOMO (alpha / beta) = -10.44 / -10.51 eV

A molecular structure, C27H28BN10SeV. Source: OMol25; level of theory: wB97M-V/def2-TZVPD.

Element x y z (Å)
C -3.048550 2.213429 0.218481
C -2.011350 -1.300971 -2.368619
H 1.178350 3.791429 1.619781
H -3.925650 2.850629 2.137981
H -0.683050 2.358929 -4.052219
N -1.432050 1.040629 1.115081
C 2.242950 -3.434671 0.870681
C 4.491750 -2.374571 0.573281
N 4.280650 -4.672371 0.344781
C -3.230950 -2.867871 0.693581
H -3.275550 -3.096571 -2.205319
N -1.689150 -1.096671 -0.185619
C -1.744150 1.267929 3.537681
C 1.380950 -4.517771 1.062481
C 4.082150 1.215629 1.532081
H 1.516650 4.972529 0.356081
H -1.977650 1.434329 -2.304119
H -4.688350 3.403029 -0.396119
H 5.786550 0.049529 0.889281
H -0.726550 1.623229 3.727181
H -4.259650 -2.980071 0.352781
H -1.272150 -2.713871 2.146881
C -1.897050 -0.997671 -3.815719
H -2.424950 1.761929 4.225281
C 0.104850 -4.257771 1.532781
Se 5.987550 -4.350871 0.103381
C -3.177350 2.307429 1.599781
C 1.727550 3.958929 0.695181
N 0.520750 1.945229 -0.186719
H 1.740350 -5.518971 0.890581
H -3.286150 3.472729 -1.470119
N 5.766050 -2.628071 0.343881
C -0.307750 -2.944771 1.723281
H 2.188550 2.048529 2.145881
H -4.319850 2.048029 -1.469719
C 3.645850 -3.538871 0.573781
C 2.565650 -0.981971 1.050381
C 2.705850 1.202329 1.722781
C -2.485350 -2.143071 -0.372819
H -2.439150 -0.084171 -4.054819
H -1.766050 0.190229 3.727381
C 0.609850 2.321329 -2.368919
N 0.077450 1.534429 -1.401319
H 0.997750 2.778729 -4.396619
H -0.574550 -5.063871 1.757781
B -1.366350 0.992129 -1.396319
C 4.723450 0.081929 1.061581
H -2.834250 -3.866271 0.869181
C 0.353450 2.123529 -3.816019
H -3.242450 -2.293771 1.618181
N 1.942050 0.163729 1.413181
H -0.854950 -0.852771 -4.095819
C -2.681850 -2.332371 -1.748219
H 2.799750 3.889429 0.870081
N -1.432150 -0.549071 -1.399919
C 3.959550 -1.072271 0.870181
C 1.726450 -2.136971 1.050581
C 1.383650 3.277329 -1.747319
N -1.983850 1.440629 -0.041519
V 0.082350 -0.059571 0.886681
N 0.444350 -1.897471 1.413481
C 1.267650 3.027629 -0.372419
C -3.887950 2.822229 -0.839819
H 0.535850 1.088429 -4.099919
C -2.133350 1.550029 2.126281
H -2.319950 -1.812971 -4.396919
H 1.924450 4.080229 -2.203319
H 4.639050 2.110629 1.756681

Forces on atoms 1 to 2 (eV/Å):
-0.08 0.06 0.41
-0.15 -0.43 0.13

Values from the calculation:
relative energy (zero: lowest compared OMol25 entry of this formula, charge and spin) = 263.6 kJ/mol
LUMO (alpha / beta) = -3.58 / -3.82 eV
total energy = -4963.4453 a.u.
multiplicity = 4
charge = +1
HOMO (alpha / beta) = -10.13 / -11.00 eV

A molecular structure, C27H28BrN3O4PtS. Source: OMol25; level of theory: wB97M-V/def2-TZVPD.

Element x y z (Å)
O -4.518304 -3.991302 -5.358165
H -0.995076 0.532458 6.050706
C -0.704086 1.145005 5.200983
C 0.978493 1.574644 -3.739538
H -1.414423 2.967942 6.107466
C -1.481719 -2.635445 -2.946875
N 3.476304 -1.142135 0.916351
C 0.346812 -0.931119 4.332249
H -1.324021 3.574202 0.925228
C 3.163688 -0.592891 -0.201270
C 3.294659 0.931531 -3.814071
C -0.927727 2.513187 5.251410
H -0.081486 2.520609 0.269065
H 0.117084 2.037995 -4.207157
H 1.645855 1.327959 1.539942
C -3.389920 -3.622465 -4.647396
C 3.157534 0.403169 -2.542500
H -6.328814 -4.084213 -4.374611
H 0.353320 4.673580 2.385025
H 0.007270 4.270304 -0.031382
O -5.115523 -2.608751 -3.606985
C -0.401995 -1.979041 3.507274
C 1.865860 -1.123399 4.193258
C 2.075462 3.720195 1.626677
H 0.094558 -1.138260 5.378689
H -0.104369 1.088802 -1.936954
C -2.086512 -3.982009 -4.880732
N 1.948569 -0.123699 -0.584739
N 0.938546 0.719375 1.920686
C 1.935192 0.427640 -1.845026
H 2.192205 -0.974392 3.165615
C -1.129693 -3.468799 -3.997435
C -0.392072 -2.104537 -2.013772
H -3.071347 -1.615121 -1.909544
H 2.143385 -2.132388 4.519792
O 0.752209 -2.542494 -2.132807
C 0.842840 1.046471 -2.460948
H 2.703141 3.563796 2.507595
C 0.579803 3.682231 1.981026
O -0.839058 -1.220440 -1.214400
C 2.188406 1.519648 -4.426473
H 4.252809 0.886324 -4.320788
H -0.592003 4.365127 4.230455
H 2.327568 4.695274 1.197850
C -2.817977 -2.277859 -2.730759
H -1.484740 -1.865957 3.597996
S 4.377824 -0.337433 -1.539285
H -0.118379 -2.980400 3.854955
C -3.741741 -2.796275 -3.601567
Pt 0.108724 -0.305051 0.411166
H -6.084758 -2.649878 -5.424287
H -0.157311 -1.905357 2.449479
C -5.608947 -3.335708 -4.716608
H 2.339791 2.970727 0.875696
C 0.162093 2.719376 3.092206
C -0.062275 0.527825 4.133757
C 0.329379 1.304508 3.009165
H 2.273608 1.932309 -5.425164
H 2.404455 -0.400876 4.815158
C -0.256707 3.503146 0.707375
Br -2.244179 0.180647 1.164312
H -1.819596 -4.629221 -5.707735
H 4.454840 -1.404334 0.925385
H -0.080217 -3.710805 -4.106673
C -0.457306 3.286016 4.201657

Forces on atoms 1 to 2 (eV/Å):
-0.06 -0.02 -0.02
-0.01 -0.02 -0.02

Values from the calculation:
relative energy (zero: lowest compared OMol25 entry of this formula, charge and spin) = 0.0 kJ/mol
LUMO = 4.13 eV
total energy = -4602.5568 a.u.
charge = -2
HOMO = -1.13 eV

C27H28F2N6O in the gas phase. Source: OMol25; level of theory: wB97M-V/def2-TZVPD.

Element x y z (Å)
H -1.818193 -3.067609 -1.965330
C 2.066334 2.731902 0.409899
F 0.618314 -4.918841 0.396400
N 5.625659 1.692144 0.561002
H -4.021742 2.189834 0.386164
H -3.325440 -0.640580 1.864719
N 0.623431 4.438093 0.599093
C -3.424331 -3.967106 0.093576
H 2.929842 -3.865369 0.687154
H -3.731570 3.631915 -2.125477
C 0.979337 -3.742582 -0.150064
C 5.132688 -2.341870 -0.208019
C 2.671959 -2.075285 -0.487682
H -1.538685 4.766677 -1.302819
H -1.810166 1.210828 -0.038941
H 5.034143 -3.395111 -0.426861
C 6.581388 -0.483739 0.304447
C 4.012830 -1.541641 -0.221466
N 3.088927 0.640171 0.105157
H -1.343377 -4.623819 -1.230745
O -4.335407 -2.365823 1.672499
H -1.613149 5.486611 0.307386
C -3.500603 4.669211 -0.396437
C -2.347792 -1.871417 0.368746
C 0.493340 -1.851410 -1.459139
H -3.979204 1.485564 -1.237345
H -3.928450 4.611920 0.609185
C 2.264629 -3.286713 0.066058
H 4.718156 3.497015 0.764384
C 6.406602 -1.817777 0.051013
H -1.616719 2.175445 -1.511750
C 1.769992 -1.363115 -1.274373
F -0.363384 -1.121205 -2.210234
H -3.255491 -5.036439 -0.048668
C -3.099640 -1.693980 1.687533
C 4.169477 -0.155364 0.055921
C 1.896918 4.114060 0.632543
C 3.258828 1.921578 0.358824
C 0.768813 2.262179 0.239488
H -3.545107 -4.184384 2.232668
C -4.142045 -3.738425 1.423369
H 0.439991 1.262871 0.050769
C -1.501059 3.334315 0.301522
H -3.843041 5.595790 -0.860786
H -5.134713 -4.191325 1.409125
H 7.257120 -2.483072 0.042563
C 0.044424 -3.046231 -0.909173
H 7.554053 -0.059224 0.496798
H -2.474831 -2.079589 2.507505
C -1.969659 4.659346 -0.304429
H -4.058506 -3.592189 -0.730177
H -1.375495 -1.379181 0.443150
C -2.054441 2.163097 -0.510394
C -1.363634 -3.541252 -1.078206
C -3.583994 2.288591 -0.612274
N -4.027048 3.553564 -1.156370
C 4.564879 2.443653 0.572426
N -0.051776 3.312446 0.357302
H -1.880648 3.266332 1.332226
H 2.637408 4.868330 0.808243
H -2.925704 -1.402826 -0.448947
N -2.141345 -3.288649 0.127544
H 2.052110 -0.431062 -1.733344
C 5.464771 0.370736 0.313052

Forces on atoms 1 to 2 (eV/Å):
0.04 -0.12 0.08
-0.63 0.27 0.03

Values from the calculation:
LUMO = -0.45 eV
total energy = -1649.1819 a.u.
HOMO = -8.39 eV
structure (SMILES) = Fc1cc(-c2cccc3ncc(-c4cnn(C5CCNCC5)c4)nc23)cc(F)c1CN1CCOCC1